(i)
A cluster of 2 separate species, CH7NS in total, computed with the ωB97M-V functional and the def2-TZVPD basis.

For the LUMO energy, the calculation gives 0.69 eV. As for the SMILES: CN.S. For the gap between HOMO and LUMO, the calculation gives 8.92 eV.

Last column: natural (NBO) charge in e.
Element x y z (Å)
C1 -0.14 -1.30 -0.39  -0.426
N1 0.54 -0.19 0.57  -0.781
H1 0.63 -1.48 -1.19  0.198
H2 -0.39 -2.24 0.11  0.210
H3 -0.86 -0.81 -0.96  0.221
H4 1.51 -0.22 0.41  0.370
H5 0.47 -0.61 1.47  0.381
S1 -0.65 2.31 -0.36  -0.643
H6 -1.16 3.43 0.25  0.190
H7 0.06 1.11 0.09  0.281

(ii)
A cluster of 2 separate species, CH7NS in total, computed with the ωB97M-V functional and the def2-TZVPD basis.

For the LUMO energy, the calculation gives -1.58 eV. For the gap between HOMO and LUMO, the calculation gives 3.40 eV.

Last column: natural (NBO) charge in e.
Element x y z (Å)
S1 3.23 -0.80 3.90  -1.039
H1 4.16 0.17 3.87  0.087
C1 -1.60 0.02 -1.29  -0.442
N1 -0.26 0.10 -0.67  -0.693
H2 -1.78 0.83 -1.99  0.241
H3 -1.79 -0.94 -1.75  0.246
H4 -2.35 0.25 -0.54  0.245
H5 -0.23 -0.05 0.35  0.459
H6 0.20 0.99 -0.84  0.447
H7 0.42 -0.57 -1.05  0.449

Ranking the structures above from most stable to least stable yields (i), (ii).